C56H134AsF6N7O4 | ωB97M-V/def2-TZVPD

Results
Charge: +6
LUMO: -10.92 eV
HOMO-LUMO gap: 8.083 eV
DFT total energy: -155945.8111 eV
2S+1: 1

Structure (XYZ):
```
208
Properties=species:S:1:pos:R:3:forces:R:3:lowdin_charge:R:1
As 0.418 0.000 -1.105 2.550 1.074 -0.448 0.94
F 0.948 -1.543 -0.281 -0.633 1.764 -1.016 -0.28
F 1.799 0.852 -0.326 -1.235 -0.710 -0.072 -0.29
F -0.009 1.586 -1.848 -0.204 -1.735 0.502 -0.28
F -0.884 -0.937 -1.889 0.942 0.968 0.456 -0.27
F -0.611 0.413 0.256 0.280 -0.458 -0.603 -0.26
F 1.588 -0.211 -2.473 -1.765 -0.542 1.144 -0.27
C -4.104 1.581 -0.550 -0.228 1.084 -1.885 -0.05
C -4.869 0.292 -0.315 1.014 1.949 0.360 -0.19
N -6.347 0.372 -0.687 1.094 -0.971 -2.053 -0.21
C -6.792 -0.995 -0.243 -1.601 1.530 0.518 0.02
C -7.133 1.588 -0.106 1.650 -0.861 1.117 -0.11
C -6.991 1.662 1.421 -1.029 -0.504 0.204 -0.05
C -6.527 0.446 -2.317 1.056 1.498 1.569 -0.03
C -7.894 0.854 -2.782 -0.692 -0.507 -0.576 -0.24
O -8.871 -0.095 -2.462 1.268 0.003 1.625 -0.20
C -9.634 -0.589 -3.525 -0.649 0.434 -0.101 -0.06
H -3.023 1.680 -0.452 0.027 -0.867 1.095 0.08
H -4.571 2.474 -0.135 0.104 -0.171 0.301 0.08
H -4.106 1.735 -1.629 -0.415 0.332 -0.344 0.06
H -4.786 0.103 0.755 -0.379 -0.605 -0.160 0.10
H -4.373 -0.477 -0.907 -0.492 -0.312 0.148 0.13
H -6.231 -1.786 -0.741 -0.453 0.245 -0.298 0.11
H -7.857 -0.873 -0.438 -0.137 -1.439 -0.069 0.11
H -6.620 -1.058 0.831 -0.118 -0.051 -0.036 0.10
H -8.189 1.527 -0.368 0.325 -0.122 -0.327 0.14
H -6.597 2.429 -0.547 -0.586 0.065 -0.231 0.12
H -6.032 1.359 1.841 0.169 0.560 -0.225 0.07
H -7.718 1.027 1.928 -0.086 -0.386 -0.255 0.09
H -7.333 2.637 1.767 0.568 0.254 -0.132 0.10
H -6.070 -0.396 -2.836 -0.622 -0.747 0.698 0.14
H -5.855 1.241 -2.640 -0.001 0.411 0.408 0.11
H -7.733 1.007 -3.849 -0.210 -0.434 -0.519 0.14
H -8.276 1.837 -2.506 0.534 0.201 0.577 0.14
H -10.016 0.311 -4.006 -0.242 -0.474 -0.857 0.11
H -10.476 -1.123 -3.082 0.139 -0.101 -0.198 0.11
H -9.016 -1.248 -4.135 -0.285 0.080 -0.402 0.10
C 3.856 3.472 3.607 -0.094 -0.543 -0.183 -0.05
C 2.347 3.197 3.509 0.571 0.989 -0.769 -0.16
N 1.467 4.475 3.211 0.269 -0.562 0.208 -0.19
C 1.795 5.713 4.114 -1.321 -1.219 0.241 0.05
C 1.899 4.984 1.801 -1.348 -2.075 -1.038 -0.12
C 1.770 3.917 0.623 2.073 0.206 0.661 -0.06
C -0.077 3.994 3.320 0.667 1.057 -2.269 -0.02
C -0.994 4.819 2.383 -1.498 0.903 0.871 -0.21
O -2.290 4.249 2.438 0.438 -2.257 0.828 -0.23
C -3.460 5.040 2.580 0.934 1.138 -0.415 -0.07
H 4.437 3.567 2.690 -0.624 0.407 -0.446 0.08
H 4.233 2.508 3.949 0.305 0.210 0.685 0.08
H 4.144 4.301 4.254 -0.083 -0.363 0.282 0.09
H 2.059 2.597 4.372 -0.633 0.945 0.411 0.12
H 2.177 2.515 2.676 -0.181 0.276 -0.230 0.10
H 0.998 6.449 4.008 -0.037 -0.118 -0.410 0.11
H 2.735 6.189 3.839 -0.027 -0.486 0.149 0.11
H 1.708 5.372 5.146 0.555 0.056 -0.008 0.11
H 2.950 5.272 1.840 -0.249 0.104 0.358 0.12
H 1.256 5.841 1.602 0.256 0.015 0.044 0.12
H 2.653 3.287 0.517 0.567 -0.531 1.431 0.05
H 2.124 4.390 -0.293 -1.637 0.818 -0.456 0.07
H 1.019 3.129 0.561 -0.735 0.923 -0.146 0.07
H -0.514 4.053 4.317 0.772 -0.034 0.158 0.14
H -0.144 3.000 2.876 0.504 -0.259 0.540 0.11
H -0.731 4.840 1.325 0.594 0.133 0.178 0.12
H -1.120 5.810 2.819 0.537 0.507 -0.396 0.13
H -3.498 5.594 1.642 -0.995 0.103 -0.016 0.10
H -3.383 5.781 3.376 0.195 -0.008 0.236 0.10
H -4.322 4.416 2.815 0.239 -0.121 -0.423 0.09
C -2.072 -6.656 -0.696 2.405 1.148 -1.066 -0.01
C -0.837 -6.021 -1.456 -0.561 -0.037 -1.292 -0.15
N -0.800 -4.484 -1.585 -0.152 -0.326 -0.563 -0.19
C -2.051 -4.061 -2.422 0.426 1.111 0.592 0.04
C -0.841 -3.884 -0.167 -0.256 1.063 -0.774 -0.17
C 0.338 -4.316 0.734 -0.023 -0.679 -0.429 -0.04
C 0.516 -3.994 -2.318 -0.054 -0.057 0.616 -0.05
C 1.060 -4.798 -3.505 -1.072 0.732 1.926 -0.22
O 0.038 -4.905 -4.440 0.216 -0.270 0.100 -0.19
C 0.606 -5.424 -5.608 0.947 0.433 -1.942 -0.08
H -3.009 -6.558 -1.244 0.086 0.111 0.319 0.08
H -2.008 -6.167 0.276 -0.790 -0.660 0.244 0.06
H -1.757 -7.699 -0.687 -0.463 -0.074 0.496 0.10
H -0.815 -6.306 -2.507 -0.158 -0.385 0.061 0.12
H 0.113 -6.360 -1.044 -0.160 0.211 0.218 0.12
H -2.977 -4.425 -1.975 0.357 -0.169 0.171 0.10
H -2.054 -4.257 -3.494 0.794 -1.106 0.317 0.10
H -2.078 -2.972 -2.457 0.135 0.160 0.689 0.07
H -1.864 -3.989 0.194 0.135 -1.162 0.371 0.11
H -0.909 -2.808 -0.325 0.914 0.072 -0.113 0.07
H 0.500 -5.394 0.764 -0.514 -0.178 -0.073 0.08
H 0.254 -4.056 1.789 -0.344 0.443 -0.203 0.07
H 1.308 -3.973 0.374 -0.271 0.542 0.060 0.07
H 1.304 -3.888 -1.572 -0.182 -0.493 0.126 0.11
H 0.390 -2.954 -2.621 -0.777 -0.118 -0.093 0.10
H 1.451 -5.771 -3.206 0.038 -0.164 -0.056 0.14
H 1.894 -4.167 -3.812 0.253 -0.068 -0.469 0.13
H 1.163 -4.654 -6.141 -0.456 0.847 -0.315 0.08
H -0.149 -5.810 -6.294 0.144 -0.308 0.382 0.12
H 1.490 -6.044 -5.463 -0.671 -1.162 0.555 0.11
C 6.593 3.077 -0.965 0.362 0.227 -1.367 -0.03
C 6.508 2.730 -2.461 -0.607 -0.840 -1.089 -0.16
N 5.797 3.728 -3.422 -0.626 -0.262 -0.550 -0.20
C 5.730 3.153 -4.891 0.750 -0.314 1.374 0.05
C 4.279 3.937 -3.032 1.184 -0.111 0.226 -0.14
C 3.502 2.691 -2.633 0.566 0.167 0.485 -0.08
C 6.526 5.086 -3.337 -0.290 0.471 -0.736 -0.07
C 8.062 5.061 -3.451 -0.047 -0.951 1.335 -0.23
O 8.536 4.383 -4.547 -0.278 -0.322 -0.586 -0.19
C 8.672 5.107 -5.773 0.388 -1.001 -0.540 -0.05
H 7.163 2.281 -0.485 -0.043 0.000 -0.033 0.10
H 5.616 3.148 -0.489 0.066 0.199 -0.031 0.06
H 7.186 3.989 -0.891 -0.265 0.066 0.538 0.08
H 6.022 1.768 -2.624 -0.503 0.107 0.165 0.12
H 7.459 2.508 -2.946 0.341 0.660 0.317 0.13
H 5.025 2.322 -4.878 -0.172 0.256 0.089 0.09
H 6.692 2.718 -5.157 0.097 0.425 0.099 0.10
H 5.437 3.923 -5.604 0.032 0.078 0.366 0.11
H 3.753 4.410 -3.861 0.507 0.253 -0.081 0.13
H 4.326 4.627 -2.189 -0.137 0.027 -0.069 0.11
H 2.614 3.082 -2.135 -0.335 -0.258 -0.331 0.06
H 4.019 2.126 -1.859 -0.012 -0.119 -0.098 0.07
H 3.244 2.019 -3.452 -0.080 0.166 0.071 0.08
H 6.178 5.539 -2.408 0.285 0.016 0.044 0.13
H 6.170 5.718 -4.151 -0.454 -0.189 -0.074 0.14
H 8.436 4.504 -2.591 0.145 -0.090 0.142 0.11
H 8.544 6.030 -3.328 -0.609 0.509 -0.188 0.15
H 7.958 4.767 -6.523 -0.659 0.208 0.217 0.08
H 9.594 4.705 -6.193 0.348 0.791 0.064 0.11
H 8.631 6.190 -5.658 0.261 -0.093 0.058 0.11
C 3.021 -1.064 2.012 0.436 -0.355 -0.879 -0.09
C 2.934 -1.256 3.533 -0.565 0.574 0.051 -0.22
C 3.784 -2.409 4.050 0.418 -1.211 0.371 -0.12
N 3.694 -2.757 5.559 0.203 0.157 0.935 -0.20
C 4.594 -1.748 6.410 -1.303 -1.498 -1.036 0.08
C 2.242 -2.885 6.027 -0.273 0.461 0.407 -0.14
C 2.328 -3.717 7.308 -1.415 1.495 0.044 -0.18
C 3.183 -4.853 6.887 1.688 0.081 0.008 -0.13
C 4.267 -4.237 5.974 -0.883 1.153 -1.614 0.00
H 3.956 -0.708 1.580 0.550 0.149 0.808 0.09
H 2.324 -0.372 1.540 -0.431 -0.085 0.654 0.04
H 2.920 -1.999 1.461 -0.427 -0.268 0.238 0.07
H 1.888 -1.336 3.829 -0.306 -0.745 -0.231 0.08
H 3.129 -0.310 4.039 0.868 0.069 0.084 0.10
H 4.811 -2.307 3.699 0.414 0.624 0.856 0.14
H 3.628 -3.383 3.587 -1.108 0.091 -0.314 0.12
H 4.181 -0.741 6.354 0.257 -0.107 -0.246 0.10
H 5.547 -1.935 5.914 0.118 0.743 0.359 0.11
H 4.621 -2.091 7.444 -0.034 0.018 -0.163 0.11
H 1.790 -1.909 6.204 0.343 0.210 -0.008 0.12
H 1.597 -3.363 5.289 0.567 -0.242 -0.495 0.12
H 2.555 -2.954 8.053 1.008 -0.747 0.576 0.13
H 1.391 -4.143 7.667 -0.357 0.343 -0.333 0.13
H 3.633 -5.426 7.697 -0.075 -0.016 -0.070 0.14
H 2.508 -5.487 6.311 0.424 -0.311 -0.083 0.13
H 5.272 -4.031 6.341 -0.260 -0.455 0.207 0.13
H 4.287 -4.720 4.997 0.439 -0.312 0.250 0.12
C -1.747 -1.478 8.406 2.357 -0.380 0.199 -0.08
C -2.522 -1.957 7.238 -1.650 -0.394 -0.832 -0.27
C -1.680 -2.211 5.997 -1.035 -0.353 -0.117 -0.09
N -2.524 -2.151 4.601 1.394 -1.141 0.460 -0.15
C -3.761 -3.145 4.720 1.256 0.748 0.255 0.06
C -1.519 -2.636 3.410 -0.905 0.873 0.182 -0.04
C -1.553 -1.516 2.330 -0.419 -1.581 0.241 -0.18
C -1.816 -0.353 3.201 0.112 1.968 -0.722 -0.21
C -2.909 -0.751 4.141 0.030 -0.091 -0.138 -0.10
H -2.203 -1.563 9.392 -0.367 0.644 -0.357 0.11
H -1.223 -0.558 8.147 -0.740 0.761 0.550 0.09
H -0.848 -2.084 8.518 0.095 -0.747 0.104 0.07
H -3.294 -1.222 7.009 -0.249 0.041 -0.043 0.12
H -3.019 -2.899 7.470 -0.244 0.119 0.196 0.12
H -1.317 -3.233 6.104 0.103 -0.057 -0.637 0.13
H -0.819 -1.544 6.062 -0.102 0.350 -1.118 0.11
H -4.445 -3.118 3.871 0.233 0.769 -0.077 0.10
H -4.252 -2.878 5.655 -0.126 -0.182 -0.291 0.10
H -3.407 -4.176 4.723 0.368 0.192 0.454 0.11
H -1.875 -3.620 3.107 0.338 0.066 0.101 0.12
H -0.497 -2.607 3.786 -0.251 -0.517 0.481 0.10
H -2.379 -1.665 1.635 -0.084 -0.059 -0.083 0.12
H -0.635 -1.448 1.746 0.014 -0.150 0.212 0.09
H -2.122 0.537 2.650 -0.222 0.015 -0.226 0.12
H -0.896 0.004 3.663 0.036 -0.304 0.628 0.12
H -3.852 -0.894 3.613 0.028 0.154 -0.097 0.13
H -3.043 0.082 4.832 -0.128 -0.841 0.955 0.15
C 1.871 -1.705 -5.856 -0.470 -0.842 -1.241 -0.07
C 0.391 -1.600 -5.497 -0.571 0.066 0.645 -0.24
C -0.206 -0.384 -6.218 0.626 0.518 2.070 -0.11
N -1.599 0.124 -5.824 -0.724 -1.389 -0.289 -0.22
C -2.603 -1.054 -6.002 0.432 0.885 -0.066 0.04
C -1.944 1.200 -6.840 -1.186 0.493 0.395 -0.10
C -2.990 2.045 -6.111 0.575 0.815 0.720 -0.14
C -2.299 2.266 -4.754 -1.102 -2.072 0.935 -0.13
C -1.754 0.837 -4.407 1.255 0.485 -1.696 -0.05
H 1.972 -2.055 -6.883 0.189 0.388 -0.260 0.09
H 2.393 -2.486 -5.302 -0.046 0.364 0.420 0.07
H 2.323 -0.720 -5.743 0.290 -0.235 0.070 0.08
H 0.468 -1.453 -4.420 -0.812 0.445 0.247 0.08
H -0.247 -2.474 -5.637 0.528 -0.381 -0.287 0.10
H -0.148 -0.475 -7.303 -0.135 0.136 0.104 0.15
H 0.417 0.406 -5.801 0.195 0.479 -0.896 0.13
H -2.445 -1.857 -5.281 0.220 0.388 0.192 0.09
H -2.457 -1.477 -6.996 0.086 0.155 0.002 0.12
H -3.622 -0.673 -5.934 0.152 0.027 0.082 0.10
H -2.308 0.712 -7.743 0.303 0.175 -0.060 0.15
H -1.066 1.827 -6.995 0.103 -0.334 -0.246 0.15
H -3.938 1.525 -5.976 0.040 -0.072 -0.069 0.11
H -3.220 3.051 -6.462 0.119 -0.345 -0.892 0.14
H -3.049 2.473 -3.991 0.047 0.437 0.017 0.10
H -1.535 3.041 -4.710 0.004 -0.216 -0.314 0.13
H -2.362 0.181 -3.784 0.027 0.289 -0.088 0.11
H -0.746 0.967 -4.013 -0.122 -0.578 0.186 0.09
```
Forces are in eV/Å.